The following is a DFT calculation (the ωB97M-V functional and the def2-TZVPD basis) of a structure of composition C41H32Cl6FN3O3Re at a distorted geometry.

Summary:
2S+1 = 4
M = 1032.6 g mol⁻¹
F_max = 2.8 eV/A
calculated total energy = -133632.2619 eV

Atoms and positions in Å:
Re 0.1377 -0.4465 0.0821
C -2.2240 3.3346 -0.1602
C -2.0612 2.5917 -1.4489
C -2.1121 3.2817 -2.6516
C -2.0152 2.6181 -3.8580
C -1.9145 1.2395 -3.8744
C -1.8715 0.5128 -2.6945
C -1.8377 -0.9877 -2.7498
C -1.8838 1.2031 -1.4720
N -1.6550 0.4779 -0.2733
C -2.6746 0.2088 0.5476
C -4.0840 0.6477 0.2878
C -2.3356 -0.6655 1.5964
C -3.2626 -1.0434 2.7107
N -1.0908 -1.1589 1.5176
C -0.8908 -2.3694 2.2438
C -0.1119 -2.4173 3.4006
C 0.5606 -1.1875 3.9174
C 0.0142 -3.6245 4.0712
C -0.6199 -4.7656 3.6186
C -1.3824 -4.7118 2.4644
C -1.5200 -3.5267 1.7584
C -2.3003 -3.4938 0.4757
H -1.7668 4.3181 -0.2257
H -1.7779 2.7886 0.6646
H -3.2859 3.4775 0.0406
H -2.2194 4.3567 -2.6395
H -2.0333 3.1718 -4.7837
H -1.8573 0.7098 -4.8142
H -1.6501 -1.3189 -3.7686
H -2.7922 -1.4033 -2.4209
H -1.0510 -1.4032 -2.1154
H -4.1781 1.0333 -0.7245
H -4.3804 1.4303 0.9849
H -4.7697 -0.1904 0.4059
H -3.7366 -2.0109 2.5495
H -4.0373 -0.2927 2.8351
H -2.6897 -1.1131 3.6332
H 1.2976 -0.8383 3.1964
H 1.0591 -1.3926 4.8601
H -0.1558 -0.3812 4.0614
H 0.6190 -3.6614 4.9645
H -0.5167 -5.6951 4.1568
H -1.8665 -5.6054 2.0976
H -2.5141 -4.5062 0.1449
H -1.7275 -2.9904 -0.3036
H -3.2455 -2.9608 0.5863
Cl 6.4111 -4.6920 -0.9657
C 4.9129 -3.9150 -0.6426
C 3.8424 -4.6696 -0.1250
Cl 4.0466 -6.3493 0.1301
C 2.6407 -4.0529 0.1818
Cl 1.3473 -4.9672 0.8635
C 2.4422 -2.6707 -0.0039
O 1.3678 -2.1036 0.3699
C 3.5268 -1.8727 -0.6226
O 3.3498 -0.6744 -0.8720
C 4.7570 -2.5695 -0.8829
Cl 6.0577 -1.6385 -1.4985
Cl 1.4271 -0.9724 -4.4043
C 1.3677 0.6668 -3.8794
C 1.5697 1.6960 -4.7917
C 1.5383 3.0057 -4.3734
Cl 1.7745 4.2678 -5.5251
C 1.3188 3.3385 -3.0199
C 1.2799 4.6534 -2.5167
C 1.0881 4.8562 -1.1757
C 0.9013 3.7433 -0.3461
N 0.8939 2.5157 -0.7938
C 1.1213 2.2863 -2.0877
C 1.1276 0.9038 -2.5129
O 0.9253 -0.0429 -1.6881
H 1.7542 1.4663 -5.8300
H 1.4068 5.4902 -3.1876
H 1.0694 5.8487 -0.7539
H 0.7370 3.8583 0.7165
F 3.0542 3.3805 4.1024
C 2.4039 2.5894 3.2189
C 1.0285 2.4848 3.2982
C 0.3584 1.6712 2.3972
C 1.0471 0.9501 1.4239
C 2.4314 1.1079 1.3565
C 3.1184 1.9149 2.2458
H 0.4995 3.0315 4.0631
H -0.7188 1.5918 2.4729
H 2.9957 0.6106 0.5796
H 4.1899 2.0211 2.1841

Force components x, y, z for each atom (eV/Å):
0.943 0.788 0.305
-0.016 0.007 -0.045
0.079 -0.222 0.096
-0.076 -0.016 -0.014
-0.024 -0.019 -0.049
-0.093 0.022 0.026
0.033 -0.007 0.273
-0.007 0.019 0.087
-0.074 0.486 -0.950
0.418 -0.373 0.210
-0.054 -0.402 0.535
0.192 0.038 0.035
-0.264 0.534 -0.227
0.097 0.021 -0.151
-0.078 0.132 -0.073
0.200 -0.959 0.422
-0.115 0.167 -0.186
0.075 -0.090 -0.049
-0.038 -0.117 0.003
-0.099 0.050 -0.038
-0.033 0.030 0.141
0.059 0.300 0.010
0.087 -0.047 0.071
0.024 0.074 0.036
0.059 0.050 0.167
-0.089 0.020 0.135
-0.009 0.120 0.055
0.021 0.066 -0.119
-0.006 -0.054 -0.100
0.032 -0.077 0.012
-0.029 -0.055 0.043
-0.083 -0.106 -0.171
-0.059 0.028 0.000
-0.093 0.075 0.039
-0.029 -0.012 0.037
-0.076 -0.076 0.013
-0.071 0.057 -0.014
-0.056 -0.030 0.114
0.080 0.100 0.069
0.035 0.016 0.097
0.001 0.104 0.042
0.070 0.004 0.116
0.025 -0.102 0.054
-0.046 -0.080 -0.074
-0.045 -0.051 -0.068
-0.008 0.009 -0.116
-0.068 0.009 -0.060
0.054 0.006 -0.031
0.266 0.536 -0.222
-0.249 -0.029 0.063
-0.063 0.008 0.025
-0.211 0.020 0.130
0.064 0.126 -0.090
1.159 -0.377 -0.370
-1.351 0.925 0.122
-0.506 -0.072 0.167
0.340 -0.337 0.059
0.590 -0.412 -0.136
-0.070 0.078 -0.033
-0.032 -0.235 -0.196
-0.086 -0.053 1.462
0.056 0.772 0.019
-0.039 -0.585 -0.067
0.048 0.237 -0.317
0.053 -0.288 0.092
-0.025 0.111 0.251
0.024 0.066 -0.296
0.039 -0.276 -0.026
-0.097 0.131 0.291
0.067 -0.227 -0.878
0.507 1.781 -2.115
-0.580 -1.616 1.454
0.002 -0.038 -0.053
0.036 0.009 -0.053
0.010 0.121 0.010
-0.011 0.070 0.191
-0.055 -0.098 -0.097
-0.111 -0.059 -0.104
0.145 0.178 0.103
-0.091 -0.221 -0.288
-0.517 -0.689 -0.091
0.055 -0.227 -0.161
-0.105 0.165 0.250
-0.076 0.075 0.089
-0.094 -0.044 0.043
-0.059 -0.005 0.059
0.120 0.037 0.006

Mulliken population analysis, charges in e, atoms 1 to 4: number 1, Re, carries 0.748; number 2, C, carries -1.838; number 3, C, carries 1.068; number 4, C, carries -0.531



The following is a DFT calculation (the ωB97M-V functional and the def2-TZVPD basis) of a cluster of 2 separate species, C11H15N in total.

Summary:
2S+1 = 1
M = 161.2 g mol⁻¹
SMILES = Cc1c[nH]c2ccccc12.CC
F_max = 0.9 eV/A
calculated total energy = -13140.5348 eV

Atoms and positions in Å:
C 3.7499 1.7152 0.0797
C 2.3728 1.2695 0.4823
C 1.4895 1.9153 1.2903
N 0.3692 1.1458 1.4954
C 0.5367 -0.0541 0.8465
C -0.3631 -1.0897 0.6282
C 0.0193 -2.1012 -0.2280
C 1.2841 -2.1074 -0.8555
C 2.1535 -1.0571 -0.6683
C 1.7839 -0.0145 0.1969
H 4.2491 2.2056 0.9059
H 3.6782 2.3572 -0.8015
H 4.3328 0.8465 -0.2404
H 1.6008 2.9247 1.6524
H -0.3447 1.3880 2.1567
H -1.3265 -1.1963 1.1055
H -0.6139 -2.9742 -0.3759
H 1.4667 -2.9035 -1.5779
H 3.1474 -1.0402 -1.0921
C -3.5529 0.5911 -0.5139
C -3.8172 -0.8839 -0.7185
H -3.7980 1.1806 -1.4016
H -4.2028 1.0240 0.2406
H -2.5077 0.7514 -0.2736
H -3.5465 -1.4842 0.1464
H -3.2861 -1.2856 -1.5794
H -4.8747 -1.1232 -0.9003

Force components x, y, z for each atom (eV/Å):
-0.631 -0.380 -0.580
0.275 -0.490 0.515
0.551 0.224 -0.462
0.043 0.202 0.293
-0.296 0.300 -0.347
-0.142 -0.868 -0.024
0.482 -0.355 0.094
-0.566 0.087 -0.408
0.194 -0.051 0.546
-0.161 0.155 -0.324
0.206 0.211 -0.050
0.245 0.236 0.167
0.056 0.117 0.222
-0.249 -0.062 0.323
-0.152 -0.165 -0.106
-0.057 0.407 0.170
-0.093 0.326 -0.010
0.319 0.158 0.328
-0.036 -0.051 -0.347
-0.392 0.235 -0.380
-0.642 -0.547 -0.241
0.231 -0.194 -0.160
0.134 -0.093 0.461
0.124 0.218 0.134
0.199 0.015 0.147
0.228 0.047 0.005
0.131 0.316 0.032

Mulliken population analysis, charges in e, atoms 1 to 4: number 1, C, carries -1.271; number 2, C, carries 0.570; number 3, C, carries -0.783; number 4, N, carries -0.022



The following is a DFT calculation (the ωB97M-V functional and the def2-TZVPD basis) of a structure of composition C14H35N5O8P2Pd.

Summary:
2S+1 = 1
M = 569.8 g mol⁻¹
F_max = 0.8 eV/A
calculated total energy = -60974.4424 eV

Atoms and positions in Å:
Pd 0.5805 -0.0500 0.4268
C -1.2808 2.8565 5.9540
C -0.2722 2.9552 4.8312
C 0.1469 4.3781 4.5308
O -0.8790 2.4041 3.6420
P -0.3048 1.0999 2.9260
O -1.2766 0.6630 1.9044
C 1.3444 1.6002 2.3961
P 2.5842 0.2822 2.1310
O 2.2396 -1.1296 1.8361
O 3.6459 0.9742 1.1529
C 3.3386 1.0661 -0.2646
C 3.5467 2.4997 -0.6857
C 4.2162 0.0833 -1.0064
O 3.4138 0.2839 3.4914
C 4.1227 1.4263 4.0175
C 3.6807 1.6104 5.4516
C 5.6073 1.1725 3.8776
O -0.0041 0.0901 4.1007
C -0.6172 -1.2447 4.1518
C 0.4920 -2.2311 4.4201
C -1.6848 -1.2138 5.2201
H -0.8640 3.2654 6.8767
H -1.5585 1.8160 6.1260
H -2.1804 3.4193 5.6945
H 0.6045 2.3581 5.0971
H -0.7291 4.9739 4.2647
H 0.8507 4.4153 3.6965
H 0.6219 4.8251 5.4064
H 1.7606 2.3128 3.1208
H 1.2034 2.1228 1.4437
H 2.2761 0.7646 -0.4069
H 4.5997 2.7802 -0.5954
H 2.9561 3.1773 -0.0667
H 3.2415 2.6324 -1.7256
H 5.2699 0.2775 -0.7878
H 4.0603 0.1774 -2.0838
H 3.9764 -0.9364 -0.7032
H 3.8621 2.3122 3.4313
H 3.9425 0.7246 6.0343
H 2.5991 1.7413 5.5068
H 4.1689 2.4808 5.8953
H 5.8972 0.3099 4.4815
H 6.1739 2.0435 4.2138
H 5.8567 0.9705 2.8364
H -1.0603 -1.4291 3.1746
H 1.0008 -1.9790 5.3550
H 1.2196 -2.2247 3.6086
H 0.0709 -3.2346 4.5092
H -1.2513 -0.9119 6.1766
H -2.1214 -2.2077 5.3369
H -2.4825 -0.5168 4.9580
N 0.2440 0.0732 -2.3202
N 0.2389 -1.2057 -2.8991
C -0.0256 -2.3011 -2.1462
N -0.0433 -3.4590 -2.8324
N -0.2762 -2.0606 -0.8717
N -0.4707 -3.1421 -0.0167
O -0.7404 -2.8467 1.1153
O -0.4681 -4.3201 -0.4088
H -0.7002 0.3853 -2.1246
H 0.7080 0.7087 -2.9514
H 0.0287 -1.2790 -3.8814
H 0.4015 -3.5028 -3.7318
H -0.1302 -4.2906 -2.2617

Force components x, y, z for each atom (eV/Å):
-0.257 -0.335 -0.477
-0.077 0.018 0.057
-0.025 -0.070 -0.010
-0.023 0.083 -0.017
0.088 0.110 0.097
-0.371 0.000 0.086
0.285 0.169 0.074
-0.020 -0.083 -0.057
0.289 -0.220 0.063
-0.051 0.386 0.152
-0.134 -0.006 -0.110
0.017 -0.126 0.015
0.040 0.125 -0.026
0.079 -0.048 0.035
0.092 0.115 0.153
-0.070 -0.087 -0.158
0.004 -0.028 0.096
0.087 -0.041 0.006
0.016 -0.158 -0.012
0.029 0.056 -0.078
0.086 -0.048 0.076
-0.055 -0.012 0.076
-0.016 -0.007 -0.021
0.021 0.033 -0.013
0.033 -0.025 0.023
-0.006 -0.030 -0.036
0.047 -0.017 0.010
-0.027 -0.008 0.039
-0.016 -0.003 -0.028
-0.024 -0.021 -0.033
0.019 0.124 0.029
0.117 0.148 0.014
-0.037 -0.005 0.005
-0.005 -0.017 -0.025
0.028 0.008 0.012
-0.035 -0.002 -0.038
-0.007 -0.011 0.027
0.006 0.029 0.002
-0.021 0.019 -0.043
-0.015 0.040 -0.012
0.046 0.008 0.018
-0.022 -0.029 -0.011
-0.005 0.028 -0.030
-0.006 -0.027 0.009
-0.003 0.020 0.020
0.003 -0.019 -0.040
-0.034 -0.034 -0.012
-0.066 0.019 0.033
0.014 0.022 -0.005
-0.009 -0.029 0.000
0.005 0.037 -0.010
0.022 0.001 -0.005
-0.088 -0.171 0.074
0.213 0.330 -0.258
0.033 0.099 0.336
-0.090 -0.200 0.333
0.135 -0.605 -0.037
-0.758 -0.231 -0.270
0.244 0.179 0.241
0.349 0.398 -0.275
-0.048 0.086 -0.034
0.071 0.024 0.014
-0.138 0.018 -0.019
0.053 0.009 0.033
-0.009 0.012 -0.057

Mulliken population analysis, charges in e, atoms 1 to 4: number 1, Pd, carries -0.499; number 2, C, carries -1.443; number 3, C, carries 1.597; number 4, C, carries -1.483



> What is the formula in the first record?

C41H32Cl6FN3O3Re